# 1
C43H49AsBrF6GeMoN3O7SSi | wB97M-V/def2-TZVPD

Results
- energy relative to the best compared isomer or geometry (same formula, charge and spin) (kcal per mole) = 83.5
- Kohn-Sham gap (spin up / spin down) (Eh) = 0.2656 / 0.2585
- spin multiplicity = 4
- total charge = -1
- E_HOMO (spin up / spin down) (eV) = -5.730 / -6.480

Last column: Mulliken spin population.
Element x y z (Å)
Mo  0.25459  1.60102  1.23012  2.763
F  -0.13532  1.29563  3.43409  0.007
As  0.07691  0.41266  5.05229  0.009
F  1.79263  0.43944  4.87798  0.004
F  0.09621  1.95220  5.84874  0.001
F  0.24419  -0.34672  6.54952  0.000
F  -1.64904  0.33600  5.11097  0.001
F  0.01464  -1.07156  4.14605  0.000
O  -5.28588  5.80304  -2.69708  0.002
N  -4.05917  5.56015  -2.81689  0.000
O  -3.48799  5.97700  -3.81033  0.002
C  -3.38971  4.96192  -1.75731  0.004
C  -4.11689  4.56816  -0.62953  0.000
C  -3.49673  3.77328  0.28656  0.012
C  -2.13477  3.30119  0.19083  -0.008
O  -1.71164  2.51238  1.10618  0.035
C  -1.42932  3.76630  -0.93839  -0.008
C  -2.10078  4.48719  -1.91682  -0.007
N  -0.02147  3.40320  -1.24775  0.039
O  0.58213  4.46658  -0.49286  0.034
O  0.41629  2.22587  -0.71703  0.033
N  -4.13429  3.44299  1.49725  0.002
O  -4.39928  4.33208  2.27353  0.000
O  -4.52814  2.29000  1.62371  0.000
H  -5.10258  5.03159  -0.55780  0.000
H  -1.54930  4.77232  -2.84673  -0.001
C  -0.69469  -4.26918  -0.87931  0.006
C  -2.16006  -4.20754  -0.18899  0.002
C  -3.10847  -4.90414  -1.09015  0.003
C  -1.97457  -5.06536  1.07794  0.003
Si  -2.65538  -2.42019  0.17280  0.004
Br  -0.61481  -1.39908  0.82769  0.013
C  -3.91137  -2.03959  1.60722  0.002
C  -3.27584  -2.24249  3.08009  0.005
C  -4.32421  -0.55940  1.59502  0.002
C  -5.12608  -2.98866  1.50120  0.001
C  -3.07546  -1.47927  -1.51660  0.005
C  -2.40792  -2.07039  -2.72644  0.000
C  -2.80038  0.11462  -1.55418  -0.010
C  -4.65118  -1.59900  -1.73760  0.000
H  -0.73125  -5.30545  -1.37543  0.000
H  0.13298  -4.04977  -0.20895  -0.001
H  -0.50672  -3.55753  -1.69282  -0.001
H  -2.67708  -5.88039  -1.20117  0.000
H  -3.14168  -4.49576  -2.11897  0.000
H  -4.06415  -4.85858  -0.64487  0.000
H  -1.31103  -5.90259  0.81877  0.000
H  -2.95741  -5.27453  1.50055  0.000
H  -1.38134  -4.55248  1.91168  -0.001
H  -2.55337  -1.44741  3.35776  -0.001
H  -2.80354  -3.25804  3.12217  -0.001
H  -4.15127  -2.22707  3.70680  0.000
H  -3.51761  0.10917  1.20656  0.004
H  -4.57086  -0.30427  2.63213  0.000
H  -5.16552  -0.25407  0.97694  0.000
H  -4.79285  -4.02978  1.58332  0.000
H  -5.61665  -2.78367  0.56892  0.000
H  -5.83466  -2.84193  2.33265  0.000
H  -1.27802  -1.89930  -2.84217  0.000
H  -2.76610  -1.56604  -3.62915  0.000
H  -2.71245  -3.11306  -2.74201  0.000
H  -1.72283  0.19015  -1.33676  0.011
H  -3.26363  0.78498  -0.80229  0.001
H  -3.05260  0.51738  -2.50061  -0.001
H  -5.07303  -2.61261  -1.61421  0.000
H  -4.77832  -1.35733  -2.79272  0.000
H  -5.21149  -0.91263  -1.09848  0.000
C  1.97363  0.78298  1.13303  -0.324
Ge  3.17128  -0.54824  0.37398  -0.030
C  2.59227  -1.45691  -1.28644  0.008
C  2.95487  -2.70919  -1.75520  0.001
C  2.39718  -3.27627  -2.91448  0.001
C  1.63249  -2.42283  -3.69299  0.000
C  1.33100  -1.15318  -3.22365  0.005
C  1.70987  -0.67484  -2.01174  0.014
C  3.70684  -1.91666  1.73584  -0.004
C  2.98056  -1.95330  2.97992  0.026
C  3.33420  -2.90857  3.88878  0.003
C  4.44564  -3.75522  3.66430  0.000
C  5.13456  -3.68215  2.47769  0.000
C  4.72489  -2.83758  1.46447  -0.001
C  4.73718  0.46963  -0.20014  0.003
C  4.76887  1.04650  -1.47603  0.003
C  5.85288  1.82905  -1.82423  -0.002
C  6.94085  2.00300  -1.04676  0.000
C  6.87965  1.58030  0.31735  0.000
C  5.78140  0.72588  0.68446  -0.004
H  3.67961  -3.31392  -1.16421  0.000
H  2.81103  -4.28653  -3.27620  0.000
H  1.32214  -2.59115  -4.69803  0.000
H  0.84510  -0.39321  -3.90358  0.000
H  1.34826  0.37558  -1.72895  -0.033
H  2.21095  -1.24632  3.20199  -0.014
H  2.77379  -2.94329  4.82747  0.000
H  4.76495  -4.45988  4.49492  0.000
H  5.95858  -4.41659  2.32410  0.000
H  5.20105  -2.77810  0.52274  0.000
H  4.04676  0.94365  -2.23468  -0.001
H  5.96010  2.27790  -2.79375  0.000
H  7.81409  2.56734  -1.38240  0.000
H  7.57389  1.87145  1.09813  0.000
H  5.87908  0.24056  1.58976  0.001
S  2.33246  2.15285  2.01361  0.373
C  1.79398  4.93698  -1.12686  -0.003
C  2.99138  4.92224  -0.43406  0.021
C  4.10601  5.61651  -0.91155  0.001
C  4.04172  6.30687  -2.10096  0.000
C  2.84656  6.28759  -2.81678  0.000
C  1.69832  5.64423  -2.35179  0.000
H  3.07151  4.46497  0.55357  -0.014
H  4.94594  5.67495  -0.28848  0.000
H  4.92496  6.91194  -2.34747  0.000
H  2.78196  6.99388  -3.64657  0.000
H  0.76336  5.81544  -2.79382  0.001

***

# 2
C43H49BrLiN3O2S3 | wB97M-V/def2-TZVPD

Results
- energy relative to the best compared isomer or geometry (same formula, charge and spin) (kcal per mole) = 29.3
- Kohn-Sham gap (Eh) = 0.1763
- total charge = -2
- E_HOMO (eV) = -0.988

Last column: Mulliken charge in e.
Element x y z (Å)
Li  -0.79800  1.42495  0.16340  1.152
C  -6.46873  -2.89153  -1.72508  -2.057
C  -5.48091  -2.53925  -2.83000  2.204
C  -6.33105  -2.10801  -4.06846  -1.699
C  -4.72513  -3.86149  -3.19996  -1.304
C  -4.50973  -1.48545  -2.43848  -0.646
C  -4.59629  -0.73695  -1.25981  -0.430
C  -3.66417  0.24930  -0.94086  -0.492
Br  -3.95663  1.31167  0.65312  -0.231
C  -2.53613  0.51371  -1.72131  0.842
O  -1.70031  1.45999  -1.39008  -1.026
C  -2.44681  -0.22607  -2.94746  -0.257
C  -3.36341  -1.18720  -3.20984  -0.002
C  -1.32756  0.19408  -3.96119  2.499
C  0.09026  -0.05607  -3.35000  -1.437
C  -1.36437  -0.59644  -5.23982  -2.810
C  -1.49406  1.65046  -4.35222  -1.594
H  -7.11905  -3.68599  -2.06816  0.463
H  -7.03746  -2.00824  -1.46884  0.457
H  -5.95845  -3.38950  -0.81615  0.316
H  -7.08871  -2.83434  -4.30877  0.506
H  -5.65553  -1.90881  -4.86162  0.394
H  -6.73586  -1.11190  -3.85701  0.365
H  -5.68780  -4.46663  -3.79145  0.283
H  -4.23278  -4.18251  -2.29060  0.400
H  -3.95583  -3.73520  -4.01616  0.364
H  -5.36128  -0.98696  -0.54717  0.386
H  -3.26569  -1.90340  -4.04463  0.187
H  0.19595  -1.13492  -3.12135  0.232
H  0.13159  0.52153  -2.39965  0.138
H  0.83147  0.29602  -4.09277  0.609
H  -1.10257  -1.58599  -5.05555  0.500
H  -0.55438  -0.23479  -5.89178  0.450
H  -2.31417  -0.51404  -5.68530  0.583
H  -1.58909  2.33033  -3.42388  0.112
H  -2.40420  1.74432  -5.02174  0.396
H  -0.64328  1.99021  -4.96189  0.400
S  4.15669  3.39477  -1.22289  -0.448
C  2.57031  3.94437  -1.42805  0.171
N  1.55813  3.81227  -0.61458  -0.161
C  0.35182  4.50696  -0.98807  -0.546
C  0.39849  4.55127  -2.46801  -0.059
S  2.10198  5.05498  -2.79571  -0.277
H  1.23671  2.92343  0.30077  0.460
H  0.51059  5.48802  -0.46830  0.329
H  -0.56667  4.02640  -0.69635  0.156
H  -0.37958  5.23141  -2.84808  0.410
H  0.25058  3.51037  -2.76404  -0.204
C  5.00754  -0.69238  -0.74968  -1.658
C  3.65121  -0.43267  -0.12160  0.534
C  2.47503  -1.12269  -0.88855  -0.772
N  1.25687  -0.90451  -0.10952  1.516
C  0.21930  -1.73600  -0.15192  -0.674
S  -1.27637  -1.39635  0.48512  -0.078
N  0.34437  -2.96203  -0.86135  0.099
C  0.94808  -4.06740  -0.24004  0.112
O  0.82778  -5.25310  -0.59238  -0.682
C  1.90933  -3.79527  0.91990  0.663
C  1.53180  -3.07990  2.04285  0.128
C  2.29524  -3.13848  3.19545  -0.763
C  3.48958  -3.75298  3.20431  -0.404
C  3.90934  -4.36493  2.04560  -0.494
C  3.11026  -4.50895  0.99859  -0.506
H  5.79297  -0.41851  -0.09617  0.455
H  5.17158  -0.16414  -1.72798  0.305
H  5.12498  -1.75596  -0.90618  0.417
H  3.42313  0.60942  -0.04222  -0.244
H  3.62816  -0.75837  0.91351  0.241
H  2.63577  -2.18676  -0.96586  0.508
H  2.43126  -0.69299  -1.93469  0.097
H  1.12728  0.01695  0.23000  -0.547
H  -0.59616  -3.26471  -1.15965  0.295
H  0.55329  -2.59835  2.03710  0.276
H  1.89238  -2.59130  4.03266  0.412
H  4.14543  -3.80983  4.05222  0.412
H  4.83413  -5.00389  2.13428  0.263
H  3.36305  -5.10491  0.09389  0.330
C  0.86190  1.88455  1.03823  -2.429
C  1.00325  2.10429  2.25665  0.785
C  1.27921  2.26285  3.59524  -0.089
C  2.71646  2.08195  3.90711  0.800
C  3.75242  2.19356  2.88062  -0.467
C  5.07539  2.21055  3.06344  -0.431
C  5.67991  1.96025  4.33838  -0.919
C  4.70623  1.74927  5.31918  -0.475
C  3.30042  1.85767  5.19154  -0.331
C  0.17679  2.46468  4.60970  0.571
C  0.22158  2.85445  5.93770  0.219
C  -0.88044  3.00610  6.77949  -0.651
C  -2.18340  2.88675  6.27458  -0.814
C  -2.23559  2.54063  4.93305  -0.313
C  -1.14850  2.34640  4.11721  -0.545
H  3.38737  2.28061  1.90680  0.235
H  5.66039  2.41374  2.20742  0.485
H  6.72796  1.82182  4.32590  0.387
H  5.05107  1.40409  6.29442  0.266
H  2.65842  1.79396  6.13166  0.137
H  1.26199  2.95567  6.46563  0.151
H  -0.58555  3.37548  7.82894  0.216
H  -3.01771  3.05998  6.73919  0.621
H  -3.27594  2.45240  4.49896  0.197
H  -1.38914  2.21011  3.05709  0.071

***

> Which of these has the highest energy relative to the best compared isomer or geometry (same formula, charge and spin)?

C43H49AsBrF6GeMoN3O7SSi

***

> The highest energy relative to the best compared isomer or geometry (same formula, charge and spin) belongs to which entry?

C43H49AsBrF6GeMoN3O7SSi